20
Properties=species:S:1:pos:R:3:forces:R:3 method="wB97M-V/def2-TZVPD" relative_energy_ev=1.331 gap_ev=11.25 charge=+1
C -1.206044 2.227730 -0.588555 0.00 -0.25 0.70
C -1.378422 0.760310 -0.895969 0.04 -0.82 -0.94
C -0.120567 0.067491 -1.447064 0.19 -0.30 0.43
N 1.666756 -1.586579 0.307485 -0.60 0.95 0.97
C 1.687354 -0.253995 0.235079 -0.05 -0.78 0.15
N 1.075763 0.455800 -0.664388 -0.42 0.18 -0.89
H -0.553174 2.352363 0.277048 -0.04 0.12 0.05
H -2.185178 2.616563 -0.309327 0.19 0.37 -0.21
H -0.751513 2.778062 -1.411918 -0.31 0.08 -0.14
H -1.756589 0.155514 -0.073624 0.07 0.34 0.43
H -2.133777 0.619840 -1.676899 0.04 0.11 0.00
H -0.216373 -1.009665 -1.336710 -0.15 -0.06 -0.42
H 0.039576 0.314626 -2.495374 0.17 -0.04 0.06
H 2.056934 -1.925079 1.177380 -0.18 -0.30 0.00
H 0.814238 -2.063370 0.053552 0.24 -0.36 -0.45
H 2.194230 0.233080 1.059581 0.87 0.30 -0.61
H 1.485206 1.320436 -0.984856 -0.05 0.45 0.88
H 0.010163 -2.414373 3.664680 0.15 0.07 -0.15
H -0.799921 -2.446630 2.387405 0.04 0.01 0.05
O 0.071339 -2.202126 2.722472 -0.20 -0.08 0.08


21
Properties=species:S:1:pos:R:3:forces:R:3 method="wB97M-V/def2-TZVPD" relative_energy_ev=0.679 gap_ev=7.16 charge=-1
C -0.679915 0.476352 1.192264 -0.16 1.39 0.09
O 0.387053 0.952533 1.876267 0.93 -0.44 -0.21
C -0.440162 0.147628 -0.323956 -0.10 0.01 1.26
C 0.083268 -1.277533 -0.390756 -0.37 0.00 0.60
C 0.314682 -1.956086 -1.735821 -0.38 -0.97 0.26
N -0.128466 -3.380493 -1.680102 1.26 0.32 -2.02
N 0.458481 1.088035 -0.943902 0.22 0.45 -1.13
H -1.442083 1.282258 1.172437 -0.51 -0.01 -0.10
H -1.164689 -0.377891 1.689107 -0.11 -0.42 -0.04
H -1.432144 0.293584 -0.754689 -0.04 -0.51 -0.54
H 0.940525 -1.340585 0.293184 0.41 0.27 -0.54
H -0.619772 -1.854589 0.222105 -0.39 -0.17 -0.49
H -0.232433 -1.526776 -2.574333 0.06 0.64 0.20
H 1.373292 -1.945131 -1.979531 0.12 0.13 -0.16
H -0.799395 -3.600318 -2.399708 -0.01 0.08 -0.05
H -0.527320 -3.607739 -0.830098 -0.89 -0.37 2.01
H 0.078067 2.027965 -0.965400 -0.47 -0.10 0.02
H 1.254963 1.226518 -0.353464 0.57 -0.32 0.69
H -0.009842 3.756013 2.513936 -0.03 -0.33 0.46
H 0.431195 2.432761 1.646119 -0.50 -0.15 0.85
O 0.214168 3.450538 1.642380 0.37 0.52 -1.14


21
Properties=species:S:1:pos:R:3:forces:R:3 method="wB97M-V/def2-TZVPD" relative_energy_ev=0.529 gap_ev=7.73 charge=-1
C -1.043945 -0.099064 0.151952 -0.31 0.38 -0.05
N 0.033161 0.864283 0.322107 -0.06 0.10 0.22
C 0.692405 1.179982 -0.966451 -0.48 0.65 -0.29
O -0.116128 1.800084 -1.884503 0.08 -0.11 0.39
C -0.519619 -1.521457 0.124288 -0.01 -0.17 0.53
N 0.285066 -1.825897 1.325536 -0.13 -0.07 -0.06
C 1.665749 -2.139902 1.002490 0.08 0.19 0.38
H -1.726460 0.002742 0.999218 -0.02 -0.06 0.17
H -1.643408 0.143438 -0.737657 0.10 -0.27 -0.08
H -0.404266 1.738648 0.614428 0.13 -0.10 -0.03
H 1.556571 1.808684 -0.675235 0.12 -0.13 -0.08
H 1.061196 0.225494 -1.362387 0.31 -0.16 -0.03
H -1.356586 -2.218563 0.093192 -0.20 -0.06 -0.15
H 0.069350 -1.692033 -0.770648 0.20 0.01 -0.24
H 0.324637 -0.972104 1.868357 -0.11 0.15 -0.05
H 2.240176 -2.238361 1.931883 -0.08 -0.11 -0.10
H 1.718562 -3.090521 0.471201 0.10 0.03 -0.13
H 2.132562 -1.332555 0.426641 0.13 -0.15 -0.26
H -0.899601 2.720618 -1.259053 -0.46 0.37 0.06
H -2.481681 3.189012 -0.949148 0.01 -0.09 -0.06
O -1.587741 3.457471 -0.726212 0.57 -0.40 -0.15


21
Properties=species:S:1:pos:R:3:forces:R:3 method="wB97M-V/def2-TZVPD" relative_energy_ev=3.012 gap_ev="9.64 / 5.43" multiplicity=2
C 0.685245 0.777676 0.578322 -0.31 -1.72 1.10
N 0.746729 0.414901 -0.893456 -1.56 0.60 3.30
C -0.613090 0.533480 -1.425737 1.61 0.50 0.28
O -0.739019 1.425464 -2.425750 -0.54 -0.25 -0.34
C 0.091630 -0.348245 1.497563 -0.18 -0.23 2.27
N 0.319154 -1.712715 0.992626 -1.58 -0.64 -0.82
C -0.841980 -2.672972 1.297713 1.19 1.40 -1.11
H 1.733163 0.797455 0.958393 -0.74 0.78 -0.67
H 0.046330 1.676880 0.821510 1.20 -0.42 -0.58
H 1.450867 1.105425 -1.122770 -0.27 0.37 -1.87
H -0.809913 -0.484294 -1.853048 -0.46 0.27 -0.15
H -1.393554 0.667641 -0.586118 0.94 -0.14 -1.02
H 0.664679 -0.220598 2.505326 -0.57 -0.34 -1.60
H -0.971089 -0.203839 1.968250 1.17 -0.05 -1.74
H 0.412960 -1.757141 -0.064251 0.03 0.62 1.88
H -0.399914 -3.651104 1.080927 -0.78 0.00 -0.08
H -1.161109 -2.628417 2.324465 0.31 0.05 0.55
H -1.749300 -2.382763 0.703933 0.69 -0.64 0.19
H 0.218957 2.198939 -2.499480 1.95 1.21 1.06
H 1.029906 3.586396 -1.701020 -1.68 4.76 2.88
O 1.279347 2.877830 -2.157398 -0.41 -6.12 -3.54


21
Properties=species:S:1:pos:R:3:forces:R:3 method="wB97M-V/def2-TZVPD" relative_energy_ev=3.199 gap_ev=11.36 charge=+1
O -1.088279 -0.383966 1.677836 2.21 0.89 1.29
C 0.121402 -0.073917 1.487837 -2.80 -0.93 -1.34
N 1.103021 0.226104 2.354202 -0.25 -0.58 -2.14
C 2.371639 0.880959 2.008913 0.15 -1.48 -2.67
C 0.431390 -0.220220 -0.038939 2.16 -1.22 -0.26
N -0.813779 -0.568258 -0.818929 -2.31 0.83 2.88
C -0.892279 -1.857758 -1.599266 0.43 1.35 -3.27
H 0.922988 0.192232 3.323828 -0.64 -0.11 1.02
H 2.175069 1.913141 2.172654 0.93 0.93 -0.03
H 3.179124 0.403673 2.487411 0.70 0.06 1.97
H 2.862170 0.607874 0.981244 -2.01 0.90 1.05
H 0.894405 0.711414 -0.469933 -0.22 -1.27 0.29
H 1.129633 -1.184572 -0.055306 -1.14 2.32 -0.43
H -1.136772 0.193178 -1.398275 0.31 0.67 -0.79
H -1.615571 -0.406705 0.003000 2.10 -1.35 -1.22
H -1.462410 -1.600645 -2.698699 1.50 -0.84 3.39
H -1.384157 -2.674487 -1.072674 0.16 0.29 0.05
H 0.195145 -2.048043 -1.850806 -1.47 -0.37 0.16
H -1.773794 2.173096 -2.676053 0.75 1.49 -0.86
H -2.871770 2.084924 -1.633302 -2.91 3.01 2.93
O -2.347178 1.631971 -2.184751 2.34 -4.58 -2.02


21
Properties=species:S:1:pos:R:3:forces:R:3 method="wB97M-V/def2-TZVPD" relative_energy_ev=2.672 gap_ev=10.64 charge=+1
N 0.314192 -0.908324 1.196353 -0.78 1.01 1.13
C -0.884895 -0.187494 1.741364 -0.05 1.29 0.87
C -1.116612 1.134664 0.938780 -1.38 0.64 -0.59
N -0.151773 1.201490 -0.156191 -0.60 0.12 0.08
C -0.689278 1.115558 -1.518437 0.41 -0.14 -0.90
C 0.417155 0.585311 -2.461528 -0.92 0.70 -0.66
O 0.928905 -0.481724 -2.279963 0.48 -0.07 0.32
H 0.854154 -1.308903 1.979768 0.08 0.19 -0.93
H 0.787878 -0.175130 0.578648 -0.26 -0.50 0.49
H 0.069403 -1.641848 0.553163 0.01 -0.64 -0.17
H -1.806795 -0.719790 1.614870 0.00 -0.96 0.17
H -0.720584 0.015483 2.829475 -0.11 -0.26 -1.00
H -1.137513 2.067901 1.519352 0.70 -0.53 0.34
H -2.193560 1.177478 0.571424 1.38 -0.52 0.04
H 0.501058 1.957352 0.007990 -0.19 0.20 -0.53
H -1.458084 0.311659 -1.639528 0.38 0.64 0.65
H -1.125647 2.048694 -1.945752 0.32 -0.44 0.57
H 0.597709 1.203574 -3.385704 0.17 -0.47 0.52
H 2.199741 -1.783216 -0.415447 -0.12 -0.40 0.55
H 2.531741 -3.190590 -0.052513 -0.05 -0.20 0.36
O 2.082805 -2.422146 0.323875 0.50 0.33 -1.30


21
Properties=species:S:1:pos:R:3:forces:R:3 method="wB97M-V/def2-TZVPD" relative_energy_ev=1.124 gap_ev=11.07 charge=+1
O 1.932116 -1.612046 0.161209 -0.03 0.03 -0.01
C 0.906604 -1.188908 0.674997 0.53 -0.02 -0.13
N 0.246666 -1.784217 1.666382 -0.18 -0.19 0.26
C 0.492740 0.228163 0.248568 -0.13 -0.28 0.46
N 1.822347 0.946662 0.235446 -0.69 0.27 -0.13
C -0.585847 1.801409 -1.425143 0.58 0.36 0.24
C -0.161884 0.355049 -1.103553 -1.00 0.81 -0.03
H -0.721731 -1.572835 1.876281 0.10 0.07 -0.20
H 0.587637 -2.686724 1.972454 -0.02 0.05 -0.18
H -0.117656 0.725051 0.991854 -0.14 0.03 0.27
H 2.280409 0.899272 1.145343 0.13 -0.04 -0.05
H 1.667193 1.922553 -0.018726 0.27 0.00 -0.12
H 2.382344 0.446321 -0.456351 0.43 -0.07 0.01
H 0.239176 2.526434 -1.459481 0.10 -0.26 -0.41
H -1.240602 2.249992 -0.669420 -0.23 -0.49 -0.10
H -1.086022 1.796527 -2.389282 -0.01 0.27 -0.01
H -1.122609 -0.159609 -1.087131 0.24 -0.46 0.21
H 0.419980 -0.085312 -1.903235 0.32 -0.10 -0.09
H -2.296148 -1.769145 -0.193415 -0.41 -0.04 -0.17
H -3.225078 -1.281104 0.976661 -0.17 -0.06 -0.34
O -2.419636 -1.757532 0.756541 0.31 0.14 0.54


21
Properties=species:S:1:pos:R:3:forces:R:3 method="wB97M-V/def2-TZVPD" relative_energy_ev=0.178 gap_ev=11.67 charge=+1
N -2.572586 -0.821123 -1.972827 0.13 0.10 -0.06
C -1.353882 -0.799409 -1.403120 -0.29 -0.02 -0.20
O -0.483771 0.159989 -1.866846 -0.12 -0.36 -0.12
O -0.994281 -1.531314 -0.514954 0.12 0.16 0.34
H -2.839262 -0.232180 -2.741429 -0.03 0.09 0.10
H -3.273001 -1.415253 -1.563312 0.07 -0.15 -0.08
H -0.689149 0.412437 -2.776117 0.06 0.20 0.04
C 1.336036 0.375951 2.828033 -0.50 -0.09 -0.18
C 0.883000 0.757782 1.429926 0.09 -0.15 -0.07
C 1.487309 2.054403 0.934802 -0.01 -0.02 -0.06
N 1.304111 -0.339954 0.468188 0.10 0.32 0.34
H 0.841496 -0.537761 3.166627 0.13 0.00 -0.02
H 2.415127 0.256424 2.886013 0.12 0.03 0.03
H 1.027084 1.168796 3.500583 0.10 0.09 0.17
H -0.203246 0.778705 1.367182 -0.05 0.02 0.02
H 2.574815 2.005358 0.959090 0.14 0.01 0.06
H 1.180796 2.869825 1.583239 -0.04 0.07 0.01
H 1.184389 2.290066 -0.085010 -0.10 0.01 0.00
H 0.930727 -1.245810 0.753139 -0.04 -0.06 -0.10
H 0.932657 -0.158343 -0.470415 0.11 -0.05 -0.04
H 2.323889 -0.359835 0.461602 0.00 -0.21 -0.19


21
Properties=species:S:1:pos:R:3:forces:R:3 method="wB97M-V/def2-TZVPD" relative_energy_ev=3.154 gap_ev=10.82 charge=+1
O 0.891428 0.784073 1.523177 -0.90 2.51 -1.37
C 0.265904 1.510413 0.704505 1.85 -2.80 2.47
N 0.063378 2.852835 0.813678 -0.54 -3.46 -1.70
C -0.317160 0.766162 -0.491824 -2.35 0.17 0.88
N 0.123235 -0.712546 -0.605656 -1.08 1.86 1.66
C -0.533943 -1.515494 0.577314 4.00 -0.66 0.30
C -2.043559 -1.560122 0.567164 -0.15 -2.40 -2.47
H -0.362760 3.262958 0.007402 0.01 1.05 0.26
H 0.521615 3.258041 1.572382 0.56 1.38 1.06
H -1.488154 0.924869 -0.306941 2.50 -0.80 -1.31
H 0.118846 1.298694 -1.287507 -0.28 0.43 -1.77
H 1.139192 -0.640822 -0.506966 0.12 0.23 0.96
H 0.182124 -1.079795 -1.574194 -1.51 0.18 0.48
H 0.133401 -1.177255 1.445762 -2.14 0.70 -0.75
H 0.087868 -2.425861 0.532097 -1.42 -0.77 -0.69
H -2.462877 -0.607346 0.929325 -0.26 -0.93 0.17
H -2.407644 -2.607947 1.034161 0.62 2.94 -0.68
H -2.289344 -1.686113 -0.613031 0.08 0.38 2.75
H 3.077054 0.486064 -1.454889 -0.27 0.48 -0.29
H 2.898894 -0.940975 -1.255056 -0.03 -0.40 -0.35
O 2.402503 -0.189834 -1.610903 1.20 -0.08 0.38


23
Properties=species:S:1:pos:R:3:forces:R:3 method="wB97M-V/def2-TZVPD" relative_energy_ev=2.859 gap_ev=7.85 charge=-1
C -1.069652 -0.276819 -2.060763 2.92 0.25 2.83
C -1.939499 0.020174 -0.769676 -1.17 -0.64 -1.07
C -1.880432 1.391697 -0.116851 -2.82 2.56 -2.46
N -1.003781 2.392006 -0.716118 2.92 0.03 2.21
N 0.107385 -1.024471 -1.537375 -0.08 2.83 -2.51
C 0.961431 -0.498636 -0.479672 -1.31 -2.49 -0.84
O 1.506010 0.583038 -0.434207 0.19 2.62 -1.28
O 1.064861 -1.388845 0.350460 1.01 -2.11 2.49
H -1.720720 -0.866045 -2.652437 0.04 -0.77 -1.07
H -0.488358 0.468988 -2.646175 -1.61 0.52 0.28
H -2.973089 -0.218087 -1.242440 1.07 0.38 1.80
H -1.607263 -0.695435 0.078595 -0.83 0.54 -1.91
H -2.859769 2.016976 -0.165437 0.60 -1.88 0.20
H -1.698320 1.281406 0.895831 0.68 -0.06 1.99
H -0.752787 2.109628 -1.661896 0.35 0.07 0.55
H -0.114789 2.357826 -0.068851 -1.71 0.15 -2.47
H -0.004649 -1.982730 -1.579462 -0.05 -1.92 0.81
H 2.196447 1.412566 1.395015 1.03 -0.80 -3.84
H 1.388127 0.703144 2.424926 0.36 0.26 -0.38
O 1.879001 1.519451 2.234111 -1.51 0.41 4.18
H 0.673380 -2.834851 1.640835 -0.27 1.04 1.10
H -0.573853 -2.230839 2.333468 1.99 -0.58 0.36
O 0.347543 -2.577868 2.547668 -1.80 -0.42 -0.96